(1)
Entry from the Open Molecules 2025 dataset: a 2-piece molecular cluster, C5H11NO overall in a non-equilibrium geometry (the ωB97M-V functional and the def2-TZVPD basis).

SMILES string: CCC(C)=O.C=N
Total charge: 0
Frontier orbital gap in eV: 10.295
HOMO energy in eV: -9.62
Energy in eV: -8898.93367

XYZ file:
```
18
Properties=species:S:1:pos:R:3:forces:R:3:mulliken_charge:R:1
C -1.561 -0.868 1.870 0.16 -0.18 0.17 -1.193
C -0.195 -0.585 1.288 -0.36 -0.17 -0.16 0.668
C -0.091 0.673 0.467 -0.63 -1.05 -1.57 0.086
C 1.281 1.178 0.235 0.87 -0.02 -2.44 -1.267
O 0.725 -1.363 1.399 -0.05 0.09 0.07 -0.566
H -0.804 1.433 0.781 -0.07 -0.06 -0.04 0.417
H -1.671 -1.931 2.067 0.03 -0.02 0.06 0.344
H -1.657 -0.323 2.812 -0.04 0.01 -0.03 0.299
H -2.353 -0.535 1.205 -0.06 0.11 -0.07 0.331
H 2.050 0.423 0.399 -0.16 -0.09 0.55 0.317
H 1.520 2.080 0.794 0.03 0.10 -0.35 0.330
C -0.063 -0.311 -2.292 1.90 -0.53 -1.99 -0.331
N 1.102 0.242 -2.426 -1.20 -0.80 -0.56 -0.645
H 1.862 -0.365 -2.113 -0.23 0.07 0.40 0.281
H 1.373 1.267 -0.954 0.02 0.88 2.43 0.474
H -0.858 0.075 -2.921 -0.40 0.63 0.64 0.342
H -0.209 -1.351 -1.987 0.10 0.10 0.43 0.298
H -0.450 0.262 -0.624 0.08 0.93 2.46 -0.185
```
Forces are in eV/Å.

(2)
Entry from the Open Molecules 2025 dataset: a 2-piece molecular cluster, C4H12 overall in a non-equilibrium geometry (the ωB97M-V functional and the def2-TZVPD basis).

2S+1: 2
Total charge: +1
⟨S²⟩: 0.753
Frontier orbital gap (alpha / beta) in eV: 11.678 / 3.895
HOMO energy (alpha / beta) in eV: -15.12 / -15.08
Energy in eV: -4330.87199

XYZ file:
```
16
Properties=species:S:1:pos:R:3:forces:R:3:mulliken_charge:R:1
C 1.813 1.487 0.066 0.22 -0.41 0.13 -0.523
C 0.997 1.637 -1.109 -0.16 0.86 -0.72 -0.703
H 2.901 1.225 -0.039 -0.25 0.49 0.12 0.366
H 1.889 2.541 0.492 0.36 -0.01 -0.30 0.333
H 1.371 0.798 0.752 -0.14 -0.57 0.53 0.338
H 1.316 2.375 -1.844 0.03 -0.10 0.10 0.366
H 0.896 0.546 -1.518 -0.26 0.10 0.33 0.432
H -0.121 1.716 -0.991 0.19 -0.32 -0.18 0.435
C -0.988 -1.406 -0.082 0.32 0.09 -0.96 -0.430
C -1.773 -1.654 1.171 -0.41 -0.30 0.33 -0.968
H -0.121 -2.060 -0.186 0.06 0.00 0.14 0.369
H -1.591 -1.590 -0.957 -0.30 -0.11 -0.39 0.398
H -0.662 -0.367 -0.221 0.09 0.01 0.41 -0.313
H -2.455 -0.827 1.401 0.15 -0.25 0.05 0.308
H -2.364 -2.573 1.065 0.03 0.29 -0.03 0.302
H -1.109 -1.847 2.000 0.09 0.23 0.45 0.290
```
Forces are in eV/Å.

(3)
Entry from the Open Molecules 2025 dataset: a 3-piece molecular cluster, C3H10O2 overall in a non-equilibrium geometry (the ωB97M-V functional and the def2-TZVPD basis).

SMILES string: C=CC.O.O
Total charge: 0
Frontier orbital gap in eV: 9.845
HOMO energy in eV: -9.26
Energy in eV: -7367.16051

XYZ file:
```
15
Properties=species:S:1:pos:R:3:forces:R:3:mulliken_charge:R:1
C -1.203 -1.014 -1.133 0.65 -0.17 -1.51 -1.003
C -1.282 0.107 -0.158 -0.49 0.14 0.17 0.257
C -2.426 0.656 0.248 0.68 -0.66 -0.34 -0.825
H -0.769 -1.958 -0.801 -0.32 0.02 0.68 0.271
H -2.131 -1.213 -1.670 -0.24 -0.07 0.42 0.316
H -0.504 -0.788 -1.957 -0.06 0.41 0.18 0.221
H -0.345 0.519 0.178 0.19 -0.08 0.26 0.230
H -2.421 1.430 0.998 -0.24 0.19 -0.08 0.274
H -3.345 0.266 -0.173 -0.25 0.20 0.28 0.249
H 2.950 -1.112 2.560 0.35 -0.10 -0.28 0.303
H 2.305 -0.833 1.154 0.43 0.00 -0.36 0.314
O 2.162 -0.839 2.095 -0.80 0.16 0.63 -0.617
H 1.889 1.998 -1.352 0.26 1.28 -0.14 0.279
H 1.761 0.602 -1.773 0.00 -0.82 -0.70 0.312
O 1.655 1.152 -1.013 -0.15 -0.49 0.80 -0.579
```
Forces are in eV/Å.

(4)
Entry from the Open Molecules 2025 dataset: a 2-piece molecular cluster, C4H7INO overall in a non-equilibrium geometry (the ωB97M-V functional and the def2-TZVPD basis).

Total charge: +1
Frontier orbital gap (alpha / beta) in eV: 7.933 / 8.112
HOMO energy (alpha / beta) in eV: -12.95 / -12.40
Energy in eV: -15887.46101

XYZ file:
```
14
Properties=species:S:1:pos:R:3:forces:R:3:mulliken_charge:R:1
C 1.666 -0.174 -3.727 -1.33 0.76 2.95 0.000
C 0.575 -0.906 0.720 1.49 0.05 -0.01 -0.416
C -0.032 -1.297 -0.504 -1.65 0.25 -0.36 -0.296
C -0.615 -0.173 0.268 2.62 0.26 -2.90 -0.458
N -0.373 1.114 -0.516 2.74 1.57 6.11 -0.214
O 1.168 0.012 -2.653 1.17 0.27 -2.39 -0.253
I 1.887 -2.072 -4.535 0.25 -0.93 -0.69 0.191
H 0.500 -1.509 1.591 0.08 -0.43 0.81 0.289
H 1.524 -0.395 0.576 0.27 0.01 0.45 0.208
H -0.404 -1.897 -1.306 0.35 -0.61 0.15 0.435
H -1.531 -0.258 0.680 -2.82 0.13 1.50 0.476
H 0.055 1.981 0.108 -1.86 -2.50 -2.02 0.423
H -1.187 1.273 -0.973 -3.28 1.58 -1.70 0.328
H 0.288 0.889 -1.189 1.97 -0.42 -1.91 0.287
```
Forces are in eV/Å.

(5)
Entry from the Open Molecules 2025 dataset: C5H6HgO4 as an isolated structure in a non-equilibrium geometry (the ωB97M-V functional and the def2-TZVPD basis).

2S+1: 2
Total charge: -1
⟨S²⟩: 0.765
Frontier orbital gap (alpha / beta) in eV: 6.210 / 6.313
HOMO energy (alpha / beta) in eV: -3.23 / -3.68
Energy in eV: -17644.87234

XYZ file:
```
16
Properties=species:S:1:pos:R:3:forces:R:3:mulliken_charge:R:1
C -0.852 0.552 -3.390 -0.18 -0.48 0.54 -0.434
H -1.811 0.868 -2.947 0.46 -0.12 -0.01 0.176
H -0.408 1.320 -4.049 -0.03 -0.49 0.12 0.233
C -0.288 -0.647 -3.116 -0.99 0.95 -0.89 -0.562
H 0.574 -0.820 -3.794 -0.06 -0.46 0.83 0.203
H 1.259 -2.087 1.468 0.12 0.15 -0.54 0.301
C 0.462 -1.668 0.819 -1.57 0.71 1.15 -0.058
C 0.179 -0.345 1.002 -0.08 -0.84 -0.47 -0.237
O 1.044 0.413 1.822 0.63 0.09 0.40 -0.347
C 0.512 1.171 2.757 -1.04 -0.05 -1.31 0.673
O -0.666 1.366 2.947 0.14 0.02 0.37 -0.570
O 1.493 1.814 3.388 0.97 0.46 0.58 -0.463
O -0.325 -2.512 0.217 0.95 -0.22 0.13 -0.740
H -0.653 0.207 0.564 0.33 -0.24 0.14 0.252
H 1.115 2.537 3.904 -0.25 -0.28 -0.01 0.343
Hg -1.637 -2.168 -1.590 0.63 0.79 -1.04 0.230
```
Forces are in eV/Å.

(6)
Entry from the Open Molecules 2025 dataset: C13H17NO as an isolated structure in a non-equilibrium geometry (the ωB97M-V functional and the def2-TZVPD basis).

Total charge: 0
Frontier orbital gap in eV: 9.609
HOMO energy in eV: -8.80
Energy in eV: -17289.31277

XYZ file:
```
32
Properties=species:S:1:pos:R:3:forces:R:3:mulliken_charge:R:1
C 2.193 0.878 0.880 -0.32 -2.03 -0.44 -0.566
C 2.242 -0.215 1.613 -0.04 -0.61 0.32 -1.055
C -0.554 1.061 -1.120 -0.13 -1.92 -0.76 -1.082
C 0.736 1.374 -1.005 -1.78 -1.21 -0.77 0.645
C -0.238 -1.551 -1.261 1.89 1.51 0.28 0.056
C 1.786 0.451 -0.520 0.24 0.27 -0.31 0.275
C -1.171 -0.340 -0.921 3.47 -0.36 1.47 0.026
C 1.807 -1.436 0.931 -1.89 -1.29 1.65 -0.175
C 1.390 -0.999 -0.371 -3.43 -1.29 -2.87 0.825
C 1.120 2.725 -1.282 0.95 2.90 0.35 -1.963
C -2.032 0.741 1.210 2.09 -1.88 1.63 -1.878
C -2.354 -1.689 0.698 -0.82 -0.67 0.42 -1.390
C -1.451 -0.523 0.564 1.51 0.98 1.35 0.951
N -0.495 -2.602 -1.952 0.71 2.59 1.46 -0.726
O 2.480 -1.855 -0.230 0.86 -0.62 -0.69 -0.622
H 2.278 1.863 1.205 0.45 1.46 0.35 0.480
H 2.305 -0.400 2.628 0.72 0.74 2.17 0.507
H -1.313 1.786 -1.408 0.42 0.18 -0.04 0.338
H 2.708 0.429 -1.115 -0.30 0.40 -0.44 0.624
H -2.082 -0.419 -1.386 -2.09 -0.18 -1.64 0.951
H 1.248 -2.210 1.571 1.04 0.92 -1.24 0.269
H 1.151 3.317 -0.360 0.26 0.00 0.14 0.309
H 0.472 3.319 -1.910 -0.59 -0.29 -0.33 0.447
H 2.095 2.836 -1.729 0.56 -0.21 -0.12 0.396
H -1.299 1.529 1.219 0.37 0.22 0.34 0.333
H -2.348 0.462 2.233 -0.25 0.58 -0.63 0.428
H -2.729 1.031 0.546 -3.42 1.41 -1.56 0.522
H -3.244 -1.329 0.134 0.15 -1.15 0.19 0.357
H -2.668 -1.883 1.717 -0.13 0.23 0.37 0.442
H -1.916 -2.655 0.377 -0.48 0.70 -0.45 0.321
H -0.485 -0.581 1.092 -0.27 -0.76 -0.29 -0.349
H 0.370 -3.118 -2.050 0.26 -0.59 0.07 0.306
```
Forces are in eV/Å.

(7)
Entry from the Open Molecules 2025 dataset: one molecule with the formula C21H20N2O5 in a non-equilibrium geometry (the ωB97M-V functional and the def2-TZVPD basis).

SMILES string: CCCn1c(=O)c(C(=O)NCc2ccc3c(c2)OCO3)c(O)c2ccccc21
Total charge: 0
Frontier orbital gap in eV: 8.089
HOMO energy in eV: -8.01
Energy in eV: -35321.00196

XYZ file:
```
48
Properties=species:S:1:pos:R:3:forces:R:3:mulliken_charge:R:1
C -1.337 1.341 -2.649 -0.16 -0.04 -0.08 -1.279
C -2.593 0.530 -2.943 0.08 -0.05 0.21 -0.131
C -3.099 -0.207 -1.700 -0.31 0.38 -0.24 -1.485
N -2.125 -1.156 -1.184 -0.12 0.24 0.15 0.203
C -1.916 -2.354 -1.821 0.39 -0.61 -0.01 0.451
C -2.682 -2.766 -2.921 -0.12 0.08 -0.04 -0.877
C -2.445 -3.976 -3.533 0.06 0.04 0.08 -0.779
C -1.437 -4.824 -3.082 0.04 -0.09 -0.02 -0.711
C -0.679 -4.447 -2.001 -0.04 0.12 0.05 -0.650
C -0.908 -3.223 -1.361 -0.08 -0.08 -0.19 0.521
C -0.118 -2.839 -0.221 -0.04 0.39 0.25 0.852
C -0.388 -1.646 0.428 0.34 -0.32 0.03 -0.386
C -1.426 -0.763 -0.052 -0.04 -0.14 -0.02 1.512
O -1.717 0.309 0.483 0.01 0.14 0.03 -0.891
C 0.436 -1.298 1.609 -0.43 0.27 -0.04 0.673
O 1.367 -2.037 1.978 0.31 -0.34 -0.02 -0.888
N 0.121 -0.182 2.267 -0.19 0.14 0.08 -0.070
H -0.610 0.399 1.856 0.08 -0.21 -0.05 0.278
C 0.892 0.312 3.387 0.23 -0.13 0.00 -1.631
C 1.804 1.431 2.948 0.07 -0.06 0.08 0.582
C 2.986 1.127 2.289 -0.10 -0.05 0.10 -0.440
C 3.842 2.119 1.819 0.05 0.38 -0.04 -1.085
C 3.465 3.422 2.036 -0.55 0.00 0.29 1.003
C 2.275 3.735 2.694 0.50 -0.21 -0.29 0.914
C 1.426 2.760 3.155 0.16 0.24 -0.04 -1.094
H 0.509 3.015 3.659 -0.16 0.03 0.10 0.406
O 2.146 5.097 2.776 -0.31 -0.37 0.17 -0.488
C 3.291 5.632 2.148 0.27 1.23 -0.14 -0.231
O 4.111 4.580 1.689 0.14 -0.46 -0.08 -0.484
H 3.852 6.250 2.869 -0.12 -0.21 -0.12 0.243
H 2.985 6.260 1.296 0.03 -0.22 0.17 0.244
H 4.761 1.881 1.310 0.13 -0.04 -0.07 0.426
H 3.246 0.091 2.136 0.02 -0.15 -0.01 0.466
H 0.200 0.660 4.158 0.09 -0.06 -0.01 0.480
H 1.478 -0.527 3.769 -0.14 0.17 0.06 0.460
O 0.835 -3.663 0.163 -0.02 0.07 0.04 -0.672
H 1.277 -3.226 0.968 -0.17 0.07 -0.13 0.351
H 0.106 -5.079 -1.616 0.06 -0.06 0.01 0.475
H -1.260 -5.767 -3.574 0.03 -0.09 -0.03 0.408
H -3.053 -4.268 -4.376 -0.06 0.00 -0.06 0.406
H -3.476 -2.146 -3.303 -0.03 0.10 -0.01 0.295
H -3.267 0.519 -0.900 -0.07 -0.21 -0.19 0.484
H -4.040 -0.723 -1.902 0.06 -0.01 0.06 0.424
H -3.389 1.196 -3.282 -0.05 -0.06 -0.06 0.423
H -2.382 -0.181 -3.744 -0.10 0.02 -0.06 0.316
H -1.511 2.028 -1.824 0.05 0.09 0.08 0.280
H -0.511 0.687 -2.377 0.12 -0.01 0.04 0.255
H -1.043 1.915 -3.525 0.09 0.05 -0.06 0.441
```
Forces are in eV/Å.

(8)
Entry from the Open Molecules 2025 dataset: a 9-piece molecular cluster, BrH16O8 overall (the ωB97M-V functional and the def2-TZVPD basis).

Total charge: -1
Frontier orbital gap in eV: 9.539
HOMO energy in eV: -6.59
Energy in eV: -86686.21494

XYZ file:
```
25
Properties=species:S:1:pos:R:3:forces:R:3:mulliken_charge:R:1
Br 0.625 6.584 0.735 0.00 0.01 0.08 -0.728
O 3.347 5.142 2.573 0.49 -0.34 0.37 -0.641
H 2.818 4.371 2.368 -0.18 -0.16 -0.22 0.321
H 3.069 5.801 1.936 -0.23 0.17 -0.26 0.345
O -1.342 4.810 3.288 -0.12 -0.48 0.29 -0.640
H -2.019 5.487 3.265 -0.19 0.21 -0.16 0.309
H -0.535 5.269 3.055 0.30 0.28 -0.17 0.307
O 3.237 8.751 1.108 0.70 0.32 0.13 -0.622
H 2.692 9.400 0.663 -0.21 0.05 -0.11 0.324
H 2.786 7.919 0.963 -0.49 -0.26 -0.08 0.268
O 1.571 6.893 3.973 -0.33 0.34 0.79 -0.658
H 1.500 6.943 3.019 -0.13 0.07 -0.44 0.210
H 1.817 5.984 4.147 0.28 -0.14 -0.09 0.354
O -1.711 5.554 -1.835 -0.23 -0.37 -0.45 -0.624
H -2.317 6.294 -1.863 -0.08 0.12 0.09 0.303
H -0.994 5.852 -1.275 0.39 0.11 0.28 0.301
O -0.050 8.902 -2.060 -0.26 0.37 -0.38 -0.576
H 0.407 8.545 -1.298 0.24 -0.32 0.24 0.325
H -0.827 9.327 -1.697 -0.19 0.09 0.12 0.283
O -2.788 6.587 0.992 -0.81 0.00 0.18 -0.607
H -2.898 7.520 0.805 0.05 0.21 0.02 0.306
H -1.841 6.452 0.990 0.68 -0.15 -0.07 0.178
O 2.089 7.036 -2.119 0.37 0.16 -0.80 -0.598
H 3.021 7.085 -1.904 0.22 0.01 0.08 0.322
H 1.658 6.860 -1.283 -0.27 -0.34 0.55 0.240
```
Forces are in eV/Å.